Version 1
DFT (ωB97M-V with the def2-TZVPD basis set) results for 3 unconnected molecules or ions with the total composition C2H9NO2.

Output
**SMILES**: C=NC.O.O
**LUMO**: 0.0285 Ha

Geometry as ORCA input:
```
! RIJCOSX wB97M-V def2-TZVPD def2/J DEFGRID3
* xyz 0 1
H 1.7890 1.2888 -0.2444
C 1.2700 0.4799 0.2794
H 0.5792 0.9794 0.9536
H 1.4055 -2.1409 0.5960
H 0.7068 -2.5391 -0.9675
H -1.6596 1.4428 0.1877
C 0.9558 -1.7064 -0.3039
H -0.8931 2.6581 -0.2405
O -2.1571 -0.5542 -0.1957
H -1.1991 -0.3655 -0.1450
H 2.0370 0.0217 0.8986
O -1.2310 2.2367 0.5695
H -2.2307 -1.2821 -0.8097
N 0.6273 -0.5191 -0.5780
*
```



Version 2
DFT (ωB97M-V with the def2-TZVPD basis set) results for 3 unconnected molecules or ions with the total composition C2H9NO2.

Output
**LUMO**: -0.1668 Ha

Geometry as ORCA input:
```
! RIJCOSX wB97M-V def2-TZVPD def2/J DEFGRID3
* xyz 0 1
C -0.5485 0.3821 -0.6651
H -2.4402 -0.1429 -0.2216
O 1.9287 0.4435 -0.5552
N -1.9347 0.4577 -0.9537
H -0.1991 1.2158 -0.0357
O -2.3747 -0.8677 1.0161
H 1.9594 -1.0239 0.9192
H -2.2141 1.4426 -0.9105
C 2.5790 -0.3368 0.3164
H 0.0803 0.4177 -1.5858
H -2.9746 -0.9456 1.7716
H 3.4479 -0.8859 -0.0656
H -0.3037 -0.5187 -0.1140
H 2.9943 0.3620 1.0838
*
```



It comes down to version 1, which is 689.9 kJ/mol more stable than the next structure.



Version 1
DFT (ωB97M-V with the def2-TZVPD basis set) results for a molecular structure, C4H12N4O.

Output
**LUMO**: 0.0217 Ha

Geometry as ORCA input:
```
! RIJCOSX wB97M-V def2-TZVPD def2/J DEFGRID3
* xyz 0 1
H 1.6588 -1.4142 2.4967
H 1.8380 -1.3449 1.1977
N 0.4732 0.1726 -1.5392
C -0.3621 -1.1526 1.6138
H -0.1853 -2.3132 1.4529
H 0.7048 0.5355 2.3670
N 0.4127 1.6634 -1.4334
H -0.0360 -0.6284 3.8663
C 0.6466 -0.4444 -0.2162
H 1.3350 -0.0929 -2.0413
H -1.7819 -1.2687 -0.5891
C -0.9565 2.0187 -1.8690
C 0.6099 -0.5900 2.6206
N -0.5227 -0.3467 0.4024
H -1.3355 -1.2306 2.2594
N 1.7426 -0.9767 0.1642
H -2.0238 1.7933 -1.1535
H -0.4690 3.3359 -2.1654
O -1.7382 -0.3659 -0.0799
H 0.7154 2.1074 -0.2916
H -0.8832 0.8692 -2.8130
*
```



Version 2
DFT (ωB97M-V with the def2-TZVPD basis set) results for 2 unconnected molecules or ions with the total composition C4H12N4O.

Output
**SMILES**: CCC(N)=O.N/C=N\N
**LUMO**: 0.0180 Ha

Geometry as ORCA input:
```
! RIJCOSX wB97M-V def2-TZVPD def2/J DEFGRID3
* xyz 0 1
C -0.5770 -1.9769 0.6104
H -1.0165 2.2384 0.6959
H -0.2044 0.2164 -2.6460
H 0.8535 -3.4372 0.2324
H -0.7966 3.4107 -0.5475
H 1.4958 -1.8321 0.6524
H 0.7636 -0.5009 1.9945
H 0.8362 2.0445 -1.7293
N 0.0147 -0.3954 -1.8767
C -0.8128 2.3343 -0.3691
O 1.7771 -0.2492 -0.4067
C 0.6534 0.1138 -0.7721
N 0.7216 -2.4775 0.5124
H -0.6620 0.0587 3.0094
H 1.3251 2.1387 -0.0681
N -1.0593 -1.1839 1.5552
N -0.2317 -0.3471 2.1889
H -1.6112 1.9097 -0.9772
H -1.3031 -2.7386 0.3338
C 0.5446 1.7460 -0.7213
H -0.7110 -1.0722 -1.6712
*
```



Version 3
DFT (ωB97M-V with the def2-TZVPD basis set) results for a single C4H12N4O molecule.

Output
**SMILES**: C/C(N)=N\[C@H](O)N(C)N
**LUMO**: 0.0324 Ha

Geometry as ORCA input:
```
! RIJCOSX wB97M-V def2-TZVPD def2/J DEFGRID3
* xyz 0 1
N 2.4790 1.5316 0.0391
C 1.7167 0.4084 -0.0894
H -1.4972 1.6419 1.1367
H 2.8226 -0.6690 -1.5555
H 3.4753 1.4370 0.1341
H 1.8510 -1.6929 -0.4942
C -0.4902 -0.5189 0.0287
H -2.8225 -1.6914 0.2508
H 2.0427 2.3329 0.4595
C -2.8383 -0.6625 0.6003
N -1.9200 1.4562 0.2212
H -3.8010 -0.2105 0.3711
H -2.6842 -0.6475 1.6884
C 2.4811 -0.8105 -0.5314
N 0.4714 0.5298 0.1305
H -1.3774 1.9738 -0.4643
N -1.8193 0.0828 -0.1090
H 3.3520 -0.9518 0.1083
H -0.6878 -0.9829 -1.8264
H -0.4266 -1.1428 0.9437
O -0.3273 -1.4137 -1.0421
*
```



Version 4
DFT (ωB97M-V with the def2-TZVPD basis set) results for 2 unconnected molecules or ions with the total composition C4H12N4O.

Output
**SMILES**: [H]/N=C/NC.NCC(N)=O
**LUMO**: 0.0290 Ha

Geometry as ORCA input:
```
! RIJCOSX wB97M-V def2-TZVPD def2/J DEFGRID3
* xyz 0 1
H 0.5073 -1.5576 1.9965
H 1.9055 -2.5914 0.4405
O -1.9203 -1.2504 0.3729
C -0.7461 -0.9152 0.4575
H -1.6788 0.8362 -0.8790
H 1.2978 1.2413 -2.5006
H -1.9669 2.8842 0.3499
H 1.1388 1.4533 -0.2238
H 0.3924 0.0315 1.8976
N 1.7993 -1.7065 -0.0533
C 0.2899 1.2761 -0.8943
N -0.9460 1.1442 -0.2414
C -1.3587 2.0928 0.7901
C 0.4669 -1.6527 -0.6806
N -0.1142 -0.8258 1.6741
H -0.4965 2.5024 1.3191
H 0.0326 -2.6546 -0.6939
H 2.5157 -1.7214 -0.7752
N 0.3311 1.2097 -2.1739
H 0.4877 -1.3573 -1.7303
H -1.9377 1.5610 1.5479
*
```



It comes down to version 3, which is 140.6 kJ/mol more stable than the next structure.



Version 1
DFT (ωB97M-V with the def2-TZVPD basis set) results for 5 unconnected molecules or ions with the total composition C6H22O8.

Output
**SMILES**: OCCO.OCCO.OCCO.O.O
**LUMO**: 0.0153 Ha

Geometry as ORCA input:
```
! RIJCOSX wB97M-V def2-TZVPD def2/J DEFGRID3
* xyz 0 1
H 16.5415 6.2339 -35.0030
H 14.2026 9.6010 -32.0485
H 16.3718 5.5251 -32.2291
O 15.4316 5.4259 -32.3960
O 18.2898 5.8322 -32.0846
H 18.3474 5.7996 -33.0395
H 14.0286 2.4578 -32.6764
H 13.4966 9.1373 -34.4119
O 13.8867 7.1916 -34.3445
H 15.4717 8.5362 -32.8057
O 13.3083 4.1993 -33.4684
H 16.0095 3.6538 -31.5703
C 15.1230 4.1689 -31.9402
H 13.5431 7.0870 -35.2347
H 16.8323 10.5363 -36.6335
O 16.7759 9.2377 -35.0706
H 15.8293 9.1071 -35.1620
C 14.4404 8.6215 -32.4634
O 14.6770 11.1647 -35.3755
O 14.1680 7.6753 -31.4624
H 15.1206 3.2867 -33.8174
H 18.4891 6.7418 -31.8630
H 17.2739 7.5390 -34.7746
H 12.4420 8.1980 -33.3488
O 17.3936 6.5896 -34.7507
H 13.6063 5.1115 -33.4967
C 13.4728 8.3334 -33.6762
H 15.8887 11.2246 -33.8204
H 14.0336 11.5176 -34.7565
C 15.9339 11.4754 -34.8802
H 14.5734 6.8298 -31.6680
C 14.3786 3.4271 -33.0314
C 16.9326 10.5357 -35.5481
H 14.4452 4.2834 -31.0942
H 17.9578 10.9012 -35.4890
H 16.0634 12.5567 -34.9262
*
```



Version 2
DFT (ωB97M-V with the def2-TZVPD basis set) results for 5 unconnected molecules or ions with the total composition C6H22O8.

Output
**SMILES**: OCCO.OCCO.OCCO.O.O
**LUMO**: 0.0125 Ha

Geometry as ORCA input:
```
! RIJCOSX wB97M-V def2-TZVPD def2/J DEFGRID3
* xyz 0 1
H -2.3352 0.5124 4.0671
O -1.3435 0.9290 -4.5400
H -0.3349 -1.1412 5.0692
C -1.6921 0.5445 -2.1731
C -1.9574 0.0909 -3.5828
H -0.6349 0.7609 -2.0029
H -0.0126 -3.0279 1.8464
O 0.0931 -3.7161 2.5164
H 1.1934 0.3005 3.7281
H -1.6585 -0.9446 -3.7497
H 0.2049 -1.0252 0.0270
O 2.2281 1.7177 -2.8092
C 2.2759 0.1706 -0.9418
H -0.2065 -4.5230 2.0906
H 1.7551 -1.0682 -2.3296
H -3.0519 0.0649 -3.6804
H -0.2762 2.0442 2.6474
H 3.6002 0.1740 -2.6534
O -0.1881 -1.2450 0.8813
H -0.1683 -0.4238 1.3921
C -0.7699 -0.6651 4.1909
O -2.0266 -0.1895 4.6487
H -1.9873 -0.2288 -1.4584
O -0.2937 1.0893 2.5427
C 0.1236 0.4812 3.8075
H -0.8728 -1.3830 3.3757
O 1.4258 -0.8522 -1.4518
O -2.4633 1.7247 -1.8646
H 1.6795 1.2142 -3.4173
H -1.8205 2.4371 -1.8253
H 1.6569 0.9844 -0.5395
C 3.0558 0.8991 -2.0234
H -0.0468 1.2967 4.5163
H 2.8875 -0.2127 -0.1237
H -1.8807 1.7213 -4.6275
H 3.8418 1.4886 -1.5530
*
```



It comes down to version 1, which is 16.4 kJ/mol more stable than the next structure.